Entry 1:
Computed, not measured: a 2-piece molecular cluster, C5H16NO2 overall, with the ωB97M-V functional and the def2-TZVPD basis.

The geometry in XYZ format:
```
24
C5H16NO2 | the Open Molecules 2025 dataset | the ωB97M-V functional and the def2-TZVPD basis
C 1.66586 0.06412 -0.01097
O 2.23474 1.15377 -0.72428
C 0.15181 0.20319 0.13945
C -0.42933 -0.57034 1.34468
C -1.44176 -1.63280 0.90411
C -0.74396 -2.81513 0.18437
N -0.14297 1.67291 0.32579
H 2.10791 0.07983 0.96853
H 1.93869 -0.89113 -0.43190
H 2.24840 0.93034 -1.66369
H -0.40187 -0.12309 -0.74510
H 0.34939 -1.07196 1.92091
H -0.91793 0.10528 2.05237
H -1.97341 -2.01714 1.76774
H -2.14599 -1.19779 0.19780
H -1.31639 -3.09710 -0.68845
H 0.27914 -2.54350 -0.07610
H -0.66344 -3.65555 0.87672
H -0.02660 2.24209 -0.54507
H 0.39017 2.05757 1.10298
H -1.12765 1.73043 0.54110
H 0.38594 2.64582 -2.98228
H -0.37270 3.81666 -2.29103
O -0.04806 2.91352 -2.16771
```

## Properties
E_tot, Ha: -405.103249
HOMO-LUMO gap, Ha: 0.429
Energy relative to the best compared isomer or geometry (same formula, charge and spin), kcal per mole: 10.6
LUMO, eV: -3.090
HOMO level, eV: -14.8
Net charge: +1

Here are the Mulliken charges for atoms 1 to 2, given in e: C -0.8780; O -0.5275


Entry 2:
Computed, not measured: C22H44N3OP3PtSe as an isolated structure in a non-equilibrium geometry, with the ωB97M-V functional and the def2-TZVPD basis.

The geometry in XYZ format:
```
75
C22H44N3OP3PtSe | the Open Molecules 2025 dataset | the ωB97M-V functional and the def2-TZVPD basis
Pt -0.21574 -0.31747 -0.80867
P -1.52847 -1.94900 0.03626
P 1.43500 -0.29694 1.23178
P 1.36053 -1.41079 -2.07483
H -3.25221 3.40104 -5.79614
C -3.46862 2.39632 -6.16318
C -3.71030 1.37269 -5.33394
H -3.93049 1.51355 -4.28519
C -3.01001 -1.15868 0.74990
C -0.97243 -3.10921 1.33731
C -2.16187 -3.01096 -1.33532
C 2.69354 1.03978 1.30325
C 0.59776 -0.07269 2.83691
C 2.50594 -1.77041 1.51269
C 0.74296 -1.41457 -3.77921
C 1.70462 -3.16924 -1.67009
C 2.96371 -0.58537 -2.11920
H -3.49761 2.27425 -7.24119
H -3.76215 0.37257 -5.75862
H -3.55255 -0.66572 -0.06926
H -2.73799 -0.39156 1.50316
H -3.64451 -1.92073 1.22322
H -0.65313 -2.57835 2.24111
H -0.16704 -3.75702 0.96944
H -1.81212 -3.75942 1.61681
H -2.81687 -2.39135 -1.97437
H -2.75975 -3.83484 -0.90441
H -1.32162 -3.43310 -1.91579
H 3.42435 0.83481 2.09448
H 2.20066 1.99222 1.52471
H 3.22851 1.12158 0.35328
H 1.08411 -0.66704 3.62415
H -0.46405 -0.33060 2.77023
H 0.66524 0.99152 3.10638
H 3.07295 -1.61472 2.44315
H 3.22524 -1.89174 0.69164
H 1.90113 -2.67737 1.62655
H 1.45005 -1.95818 -4.42224
H 0.63793 -0.37668 -4.11907
H -0.24059 -1.90209 -3.81182
H 2.34514 -3.58102 -2.46929
H 0.77379 -3.75579 -1.62931
H 2.23794 -3.26438 -0.71216
H 3.54012 -0.98480 -2.95917
H 3.54082 -0.74011 -1.20179
H 2.81395 0.48779 -2.25620
C 0.67059 2.71611 -2.82257
C -0.43072 2.20363 -3.51286
C -0.57148 2.54842 -4.85125
C 0.31906 3.41328 -5.49713
C 1.44191 3.86745 -4.79312
C 1.63888 3.49038 -3.47336
Se 0.79579 2.47715 -0.93527
H -0.21819 3.57694 -0.74607
H -1.13483 1.54412 -2.99377
H -1.42433 2.17587 -5.39592
H 0.14247 3.73005 -6.53161
H 2.16178 4.51480 -5.30372
H 2.52243 3.81720 -2.91539
C -2.44735 2.71611 5.00507
N -2.45716 2.99839 3.58024
C -2.36578 4.27620 3.12887
C -2.36288 4.51413 1.79221
C -2.41556 3.37861 0.94725
N -2.48659 2.13533 1.37633
C -2.47738 1.89692 2.72336
O -2.47029 0.75040 3.20680
N -2.30511 3.55494 -0.42387
H -2.59517 3.65876 5.53257
H -1.48966 2.27359 5.29440
H -3.25905 2.02891 5.25055
H -2.32330 5.04195 3.91227
H -2.30464 5.50525 1.34649
H -2.59368 4.45285 -0.78507
H -2.63364 2.73475 -0.94375
```

## Properties
E_tot, Ha: -4647.437317
HOMO-LUMO gap (spin up / spin down), Ha: 0.241 / 0.139
LUMO (spin up / spin down), eV: -11.273 / -15.542
Multiplicity: 5
HOMO level (spin up / spin down), eV: -17.8 / -19.3
Net charge: +4
⟨S²⟩: 6.056

Here are the Mulliken charges for atoms 1 to 2, given in e: Pt 1.0874; P 0.5848


Entry 3:
Computed, not measured: C40H48ClCsN6O5S as an isolated structure, with the ωB97M-V functional and the def2-TZVPD basis.

The geometry in XYZ format:
```
102
C40H48ClCsN6O5S | the Open Molecules 2025 dataset | the ωB97M-V functional and the def2-TZVPD basis
Cs 0.54765 -0.27772 0.97160
N -1.43576 -2.76817 2.65712
C -2.39498 -1.71648 2.29457
C -1.92155 -0.38127 2.89765
O -1.37875 -0.46341 4.04145
N -2.12441 0.65471 2.12775
C -1.75738 1.96455 2.66328
C -0.44134 2.46531 2.03709
O -0.47262 3.21832 1.05431
O 0.63238 1.98046 2.55227
H -1.88833 -3.67005 2.72609
H -1.09966 -2.50750 3.58354
H -3.40207 -1.90430 2.69327
H -2.47977 -1.62486 1.21073
H -1.64675 1.94679 3.75260
H -2.53685 2.67961 2.39007
N 0.54851 1.81102 -1.74053
C -0.28233 2.13170 -2.78990
C -0.79867 3.43078 -2.90056
C -1.61861 3.79471 -3.95086
C -1.95565 2.86158 -4.92329
C -1.45359 1.57213 -4.81255
C -0.60753 1.16868 -3.77938
C -0.13499 -0.25533 -3.71997
C 0.02137 -0.93553 -4.93729
C 0.35848 -2.28227 -4.97217
C 0.52663 -2.96319 -3.77369
C 0.40554 -2.26233 -2.57458
C 0.11311 -0.89178 -2.47230
H 0.39632 2.35514 -0.89601
H 0.56595 0.78547 -1.63563
H -0.55520 4.13955 -2.11720
H -2.01199 4.80438 -3.99797
H -2.62110 3.12158 -5.73817
H -1.76202 0.83181 -5.54158
H -0.09914 -0.40539 -5.87776
H 0.48649 -2.79001 -5.92295
H 0.76814 -4.02340 -3.77627
H 0.56179 -2.83703 -1.65758
C 5.35658 -0.17058 -7.19913
C 5.01520 -0.28105 -5.73653
C 5.98401 -0.08483 -4.75874
C 5.66031 -0.15362 -3.40943
C 4.35544 -0.42991 -3.04472
C 3.36544 -0.62040 -3.99865
C 3.70718 -0.55085 -5.33826
S 3.94804 -0.48459 -1.30106
C 3.72459 -2.26235 -1.18094
O 5.21900 -0.18007 -0.56879
H 6.43446 -0.21964 -7.35860
H 5.00046 0.77665 -7.61095
H 4.88844 -0.97122 -7.77390
H 7.00511 0.13194 -5.05451
H 6.39708 0.00877 -2.63277
H 2.33892 -0.80752 -3.70468
H 2.93084 -0.70039 -6.08002
H 4.65778 -2.74345 -1.47305
H 2.89704 -2.55260 -1.82785
H 3.48628 -2.47366 -0.13722
C 5.77602 4.06744 2.91435
C 4.57403 4.01769 3.87128
C 5.08899 4.19490 5.30278
C 3.67790 5.20405 3.49655
C 3.77942 2.67367 3.69970
O 3.18124 2.68818 2.42921
C 2.77988 2.37648 4.82970
C 1.67195 3.37659 5.16714
C 0.73644 2.76808 6.18297
C 0.61159 3.30339 7.46026
C -0.22685 2.72538 8.40592
C -0.94454 1.59731 8.05342
Cl -2.00656 0.86441 9.24440
C -0.84506 1.03984 6.78972
C 0.00178 1.62752 5.86334
C 4.79195 1.49550 3.68132
N 4.16482 0.20189 3.49182
C 3.82543 -0.36106 2.33005
N 3.20863 -1.51332 2.53531
C 3.19475 -1.59555 3.89060
N 3.76796 -0.58878 4.51430
H 6.17960 5.08313 2.89348
H 5.47018 3.80283 1.90084
H 6.58651 3.40321 3.22281
H 5.70220 5.09888 5.36181
H 5.71257 3.35471 5.61887
H 4.27559 4.29650 6.02100
H 4.24240 6.13336 3.62202
H 2.78203 5.27005 4.10961
H 3.36075 5.12026 2.45875
H 2.19774 2.49748 2.44769
H 3.34117 2.14774 5.74167
H 2.27855 1.44928 4.55234
H 1.11847 3.62079 4.25821
H 2.07370 4.30302 5.58276
H 1.17811 4.19006 7.72639
H -0.32185 3.14328 9.39952
H -1.41602 0.16748 6.50039
H 0.06051 1.18132 4.87611
H 5.37934 1.43513 4.59732
H 5.45762 1.62832 2.83249
H 4.08500 0.08723 1.38349
H 2.74813 -2.41486 4.42986
```

## Properties
E_tot, Ha: -3136.385562
HOMO-LUMO gap, Ha: 0.212
Energy relative to the best compared isomer or geometry (same formula, charge and spin), kcal per mole: 0.0
LUMO, eV: 3.732
HOMO level, eV: -2.0
Net charge: -2

Here are the Mulliken charges for atoms 1 to 2, given in e: Cs 1.6708; N -0.4568